287
Properties=species:S:1:pos:R:3:lowdin_charge:R:1 method="wB97M-V/def2-TZVPD" total_charge=-1 homo_energy_ev=-3.565 energy_ha=-5615.660124
N -0.50405 0.27951 -1.03044 0.32
H 0.40782 -0.10694 -0.83237 0.06
H -0.95682 -0.22058 -1.78211 0.09
H -0.39579 1.20264 -1.42569 0.06
H -1.08474 0.29050 -0.20413 0.07
N 0.68580 -2.41299 1.53421 0.29
H 0.91176 -3.34323 1.21219 0.05
H -0.32045 -2.32756 1.51759 0.07
H 1.14104 -1.76243 0.91001 0.04
H 1.09923 -2.30897 2.44982 0.04
F 1.91587 -0.73612 -0.21470 -0.50
C -4.39117 -0.98703 1.21784 -0.03
C -5.59625 -1.67641 1.71963 -0.32
C -5.49352 -3.25462 1.99667 -0.39
O -6.49701 -3.94944 1.89178 -0.01
C -4.18959 -3.80062 2.14804 -0.04
C -3.05451 -3.07656 1.81275 -0.43
C -3.19102 -1.62569 1.36396 -0.39
O -2.19839 -0.87526 0.99096 -0.15
O -1.98784 -3.71793 1.93502 -0.10
O -6.63915 -1.02397 1.91125 -0.03
H -4.47642 0.01015 0.81194 0.09
H -4.10923 -4.85285 2.37774 0.10
C 2.27902 -1.17763 -10.03815 -0.13
O 1.72665 -1.39814 -8.76530 -0.21
C 0.40875 -0.87700 -8.39395 -0.16
C -0.05767 -1.48613 -7.04736 -0.17
N -0.89871 -2.64793 -7.37766 -0.05
C -1.34806 -3.36253 -6.19672 -0.21
C -1.74615 -4.81278 -6.49367 -0.17
O -0.77409 -5.43275 -7.37826 -0.22
C -1.12394 -6.67896 -7.95763 -0.12
H 2.44241 -0.12012 -10.24573 0.08
H 1.64945 -1.56449 -10.83945 0.08
H 3.26008 -1.64938 -10.09364 0.08
H -0.28347 -1.08182 -9.21064 0.12
H 0.53520 0.20291 -8.31720 0.11
H -0.67113 -0.77661 -6.49208 0.09
H 0.77027 -1.77183 -6.39852 0.10
H -0.40819 -3.38235 -7.86767 0.10
H -2.17630 -2.83097 -5.72814 0.10
H -0.63096 -3.37788 -5.37597 0.10
H -2.72187 -4.93520 -6.96386 0.12
H -1.86781 -5.40897 -5.58932 0.11
H -0.46948 -7.10550 -8.71779 0.09
H -2.09508 -6.63717 -8.45082 0.08
H -1.34304 -7.40034 -7.17041 0.08
C 6.13745 11.08923 -2.01239 -0.13
O 6.66250 9.82210 -1.66184 -0.20
C 7.80081 9.43776 -2.41784 -0.21
C 8.12882 7.98344 -1.99706 -0.18
N 7.44748 6.84992 -2.72475 -0.04
C 6.01358 7.09236 -2.70695 -0.23
C 5.20199 5.85865 -3.13410 -0.18
O 3.79795 6.15186 -3.42805 -0.20
C 2.90340 5.05388 -3.54369 -0.11
H 5.78740 11.08766 -3.04465 0.08
H 6.67235 12.03877 -1.99333 0.08
H 5.20731 11.31950 -1.49285 0.08
H 8.59699 10.14126 -2.17436 0.12
H 7.53810 9.46065 -3.47546 0.12
H 8.09615 7.97127 -0.90762 0.11
H 9.18732 7.82261 -2.20153 0.10
H 7.73637 6.02584 -2.21728 0.10
H 5.70227 7.89889 -3.37078 0.12
H 5.61094 7.44202 -1.75631 0.12
H 5.33702 5.13112 -2.33374 0.11
H 5.59266 5.37162 -4.02756 0.12
H 1.90281 5.46119 -3.68867 0.07
H 2.97373 4.45679 -2.63450 0.07
H 3.14890 4.44844 -4.41620 0.09
C -2.35344 6.70281 -4.78198 -0.07
O -3.26263 6.50433 -3.66736 -0.18
C -2.74901 6.17662 -2.40865 -0.23
C -3.66199 5.20582 -1.59900 -0.17
N -3.54703 3.77306 -2.05184 -0.05
C -4.44773 2.96667 -1.18679 -0.15
C -5.91568 2.98226 -1.70688 -0.21
O -6.12043 2.21710 -2.88355 -0.18
C -7.31215 2.54416 -3.52689 -0.14
H -2.20231 5.77670 -5.33658 0.08
H -1.36293 7.02948 -4.46531 0.08
H -2.76968 7.44382 -5.46443 0.08
H -2.51668 7.02260 -1.76177 0.12
H -1.79369 5.65762 -2.48671 0.10
H -4.66244 5.63827 -1.58520 0.11
H -3.23514 5.23551 -0.59650 0.10
H -3.68847 3.71415 -3.05015 0.10
H -4.41593 3.15015 -0.11281 0.11
H -4.12549 1.92632 -1.23062 0.10
H -6.29738 3.99416 -1.84285 0.10
H -6.57172 2.68164 -0.88997 0.12
H -7.45351 3.59100 -3.79568 0.09
H -8.21111 2.16424 -3.04147 0.09
H -7.34342 2.07494 -4.51023 0.08
C 2.57316 6.00102 1.36216 -0.11
O 2.60381 4.60880 1.61903 -0.21
C 3.46463 3.94503 0.71111 -0.22
C 3.14014 2.47875 0.84861 -0.20
N 3.43855 1.64731 -0.32732 -0.07
C 4.90444 1.50661 -0.56406 -0.15
C 5.20053 0.69807 -1.90533 -0.22
O 6.57530 0.66727 -2.09739 -0.21
C 6.99393 0.10770 -3.39556 -0.07
H 2.05819 6.26076 0.43726 0.08
H 3.59977 6.36567 1.32771 0.08
H 2.13865 6.62721 2.14137 0.09
H 4.52140 4.16532 0.86212 0.12
H 3.32744 4.36575 -0.28502 0.10
H 2.07369 2.29927 0.98491 0.10
H 3.58498 1.95489 1.69465 0.11
H 2.98108 0.75013 -0.25052 0.04
H 5.26247 0.94626 0.29961 0.11
H 5.41198 2.47021 -0.51953 0.10
H 4.67587 1.24223 -2.69064 0.11
H 4.94428 -0.35703 -1.80931 0.11
H 8.08370 0.12310 -3.41168 0.08
H 6.65764 0.76122 -4.20050 0.08
H 6.59589 -0.88365 -3.61210 0.07
C -1.66285 -6.64140 -1.19797 -0.10
O -0.63759 -6.13856 -2.06786 -0.26
C -0.24178 -7.11948 -3.09016 -0.16
C 1.01099 -6.63650 -3.87046 -0.15
N 2.35059 -6.71312 -3.13222 -0.04
C 3.57424 -6.39887 -3.92813 -0.18
C 3.61677 -4.92406 -4.39266 -0.21
O 3.52493 -4.00577 -3.30304 -0.18
C 3.37798 -2.65231 -3.62232 -0.11
H -2.62283 -6.78769 -1.69307 0.09
H -1.80541 -5.92088 -0.39259 0.08
H -1.36913 -7.48564 -0.57420 0.08
H -0.99380 -7.24979 -3.86836 0.10
H -0.05049 -8.02043 -2.50723 0.12
H 0.94249 -5.57385 -4.10324 0.09
H 1.00788 -7.17769 -4.81662 0.11
H 2.36174 -5.95820 -2.46135 0.06
H 3.52680 -7.00124 -4.83532 0.11
H 4.48468 -6.68159 -3.39967 0.11
H 2.90203 -4.75456 -5.19797 0.12
H 4.59967 -4.90385 -4.86340 0.11
H 3.06407 -2.16137 -2.70116 0.07
H 2.62786 -2.32349 -4.34155 0.07
H 4.31084 -2.21312 -3.97586 0.08
C -1.85348 -1.23860 4.91480 -0.05
O -0.69954 -1.30261 5.73953 -0.25
C -0.94562 -0.91488 7.05863 -0.22
C 0.26588 -1.03403 8.00811 -0.17
N 0.63320 -2.43631 8.17637 -0.05
C 0.01511 -3.06325 9.31561 -0.22
C 0.68357 -4.42201 9.61381 -0.22
O 0.16089 -5.18376 10.68920 -0.18
C 0.52916 -6.53958 10.61768 -0.13
H -2.19627 -0.20393 4.92139 0.09
H -2.62614 -1.93415 5.24238 0.10
H -1.54215 -1.45746 3.89339 0.09
H -1.66109 -1.57144 7.55374 0.12
H -1.27318 0.12455 7.03883 0.12
H 0.04532 -0.62258 8.99307 0.12
H 1.09063 -0.50962 7.52553 0.11
H 0.56446 -2.95955 7.31521 0.07
H -1.06534 -3.18575 9.24007 0.11
H 0.11770 -2.49040 10.23724 0.11
H 1.77126 -4.35938 9.64713 0.12
H 0.49106 -4.94217 8.67547 0.10
H 1.61213 -6.64834 10.55895 0.08
H 0.16813 -7.01894 9.70776 0.08
H 0.20929 -7.00423 11.55036 0.09
C -1.37900 2.32244 2.17481 -0.07
O -0.59974 2.38371 0.94563 -0.21
C -0.41735 3.71336 0.45057 -0.20
C 0.26579 3.60764 -0.90372 -0.15
N -0.70691 3.18461 -1.98611 -0.05
C -0.21355 3.19446 -3.36556 -0.18
C 0.74705 2.04391 -3.64667 -0.23
O 0.11218 0.80514 -3.64684 -0.19
C 1.03396 -0.24444 -3.92745 -0.11
H -1.24104 3.15459 2.86517 0.09
H -1.18177 1.39587 2.71395 0.08
H -2.40812 2.34268 1.81620 0.07
H 0.28648 4.25999 1.07820 0.10
H -1.36275 4.25355 0.40065 0.11
H 1.09239 2.90476 -0.79985 0.09
H 0.70860 4.55195 -1.22044 0.10
H -1.68093 3.42956 -1.87948 0.05
H 0.18979 4.16068 -3.66863 0.09
H -1.08000 3.06806 -4.01469 0.10
H 1.57060 2.08623 -2.93388 0.11
H 1.23135 2.19865 -4.61084 0.12
H 1.72430 -0.05438 -4.74929 0.09
H 0.57762 -1.21538 -4.12017 0.06
H 1.70844 -0.47536 -3.10292 0.07
C 2.04896 2.62997 4.17870 -0.12
O 2.64059 1.37854 4.07647 -0.20
C 1.76112 0.28356 3.93958 -0.21
C 2.46647 -1.07036 4.14644 -0.15
N 1.45164 -2.16534 4.10770 -0.06
C 2.02721 -3.48391 4.45637 -0.14
C 0.85271 -4.49807 4.71414 -0.19
O 0.14659 -4.07587 5.87576 -0.25
C -1.21804 -4.60766 5.92876 -0.04
H 2.80449 3.41298 4.11419 0.09
H 1.58535 2.66605 5.16454 0.09
H 1.25278 2.75076 3.44413 0.07
H 1.35592 0.28318 2.92769 0.12
H 0.89384 0.39615 4.59015 0.11
H 3.08168 -0.96880 5.04047 0.12
H 3.13590 -1.11161 3.28722 0.10
H 0.73481 -1.94017 4.78263 0.07
H 2.59634 -3.44328 5.38510 0.12
H 2.53829 -3.89811 3.58728 0.10
H 1.25988 -5.50177 4.83616 0.12
H 0.26583 -4.60761 3.80218 0.11
H -1.75586 -4.43817 4.99595 0.09
H -1.72894 -4.19866 6.80042 0.08
H -1.10991 -5.68134 6.08246 0.08
C -4.30807 2.87699 -6.05744 -0.10
O -2.94975 2.55918 -5.79877 -0.21
C -2.68050 1.17323 -5.64404 -0.20
C -3.27620 0.57993 -4.33608 -0.19
N -2.89817 -0.83385 -4.23382 -0.05
C -3.36912 -1.36744 -2.91533 -0.14
C -2.43146 -2.48522 -2.37799 -0.18
O -1.07273 -2.16208 -2.52169 -0.22
C -0.21861 -3.18383 -2.09317 -0.09
H -4.69246 2.19258 -6.81370 0.09
H -4.40653 3.89644 -6.43042 0.09
H -4.95950 2.81074 -5.18603 0.06
H -1.59479 1.08121 -5.67355 0.10
H -3.09406 0.65365 -6.50839 0.12
H -4.36243 0.64413 -4.27216 0.11
H -2.80567 1.16909 -3.54894 0.10
H -1.89140 -0.91314 -4.24888 0.06
H -4.35020 -1.81027 -3.08698 0.12
H -3.35741 -0.53672 -2.20973 0.10
H -2.59726 -3.43644 -2.88374 0.12
H -2.64367 -2.60230 -1.31528 0.12
H 0.77580 -2.83434 -1.81550 0.07
H 0.03277 -3.87810 -2.89498 0.07
H -0.47290 -3.73934 -1.19048 0.09
C 5.58561 -3.15105 2.78263 -0.08
O 4.66688 -3.91416 1.97869 -0.21
C 4.12589 -3.24262 0.87570 -0.23
C 3.13443 -4.06127 0.06925 -0.15
N 2.06939 -4.70686 0.91478 -0.03
C 1.44995 -5.92755 0.27693 -0.17
C 2.29869 -7.17192 0.37153 -0.22
O 2.47327 -7.71098 1.67444 -0.20
C 1.28490 -8.39796 2.20954 -0.06
H 6.00046 -3.81010 3.54529 0.09
H 5.09145 -2.30831 3.26605 0.07
H 6.35864 -2.70111 2.15966 0.08
H 5.01503 -2.94094 0.32207 0.12
H 3.68651 -2.30080 1.20438 0.10
H 3.67215 -4.83282 -0.48180 0.10
H 2.76310 -3.42073 -0.73070 0.09
H 2.55779 -5.19535 1.65163 0.09
H 1.07746 -5.73669 -0.72951 0.09
H 0.47788 -6.09686 0.74009 0.11
H 3.30321 -6.86442 0.08086 0.11
H 2.04046 -8.01442 -0.27005 0.12
H 0.84063 -9.06334 1.46926 0.08
H 0.61130 -7.59814 2.51719 0.08
H 1.48139 -9.01146 3.08880 0.08
C -5.10015 2.33255 3.53937 -0.12
O -4.90474 3.22548 4.61679 -0.19
C -6.22293 3.49113 5.16823 -0.19
C -6.16289 4.48077 6.39278 -0.21
N -7.41823 4.37514 7.09552 -0.07
C -7.51348 5.33957 8.19475 -0.19
C -6.74033 4.93356 9.47366 -0.24
O -7.44969 3.94042 10.15340 -0.19
C -7.21147 3.76983 11.52470 -0.11
H -4.10546 1.97073 3.27905 0.07
H -5.68634 2.71460 2.70359 0.08
H -5.71769 1.49633 3.86721 0.09
H -6.72961 2.58509 5.50059 0.11
H -6.86827 3.89386 4.38756 0.12
H -6.06364 5.51043 6.04920 0.11
H -5.26725 4.35186 7.00049 0.10
H -7.56952 3.45740 7.48917 0.11
H -8.55429 5.32862 8.51830 0.11
H -7.30177 6.39175 8.00448 0.11
H -6.62954 5.84085 10.06751 0.11
H -5.73690 4.58977 9.22256 0.11
H -6.20562 3.42103 11.75859 0.08
H -7.89271 3.00407 11.89568 0.09
H -7.35565 4.70907 12.05867 0.08